Entry from the Open Molecules 2025 dataset: a single C20H19ClF3N5O2 molecule (the ωB97M-V functional and the def2-TZVPD basis).

Geometry as ORCA input:
```
! RIJCOSX wB97M-V def2-TZVPD def2/J DEFGRID3
* xyz 0 1
C -2.98 0.33 -0.48
C -4.47 0.38 -0.59
H 2.33 2.03 3.65
C 0.47 0.62 2.30
C 5.15 2.74 4.76
C -0.36 -1.82 -5.89
C 1.95 0.64 1.97
C 2.90 1.65 2.78
H -5.94 0.22 -1.87
N 3.69 0.48 3.05
C 4.57 0.23 4.08
H 3.81 -0.50 1.35
H -3.89 1.85 1.34
N -0.68 -0.16 -0.82
H 0.14 2.39 0.87
F 0.31 -3.02 -6.38
C 1.66 0.82 0.48
H -2.30 1.76 2.20
C -1.11 -1.21 -3.38
H 0.12 -0.41 2.60
H 3.45 2.45 2.24
N -2.81 1.87 1.34
H -0.65 -0.25 -3.55
H 4.90 3.21 3.89
N -0.92 0.72 0.24
C -2.10 -1.33 -2.34
O 5.03 -0.91 4.07
F -1.08 -1.30 -6.93
C -1.95 -0.37 -1.23
C -1.20 -2.04 -4.56
F 0.59 -0.85 -5.76
H 5.36 0.94 6.03
C -2.30 1.07 0.41
H 1.66 -0.08 -0.12
H -3.66 -2.68 -1.41
C -3.02 -2.47 -2.30
N -5.04 -0.22 -1.65
H 5.73 3.45 5.47
C 3.08 -0.45 2.19
C -3.14 -3.25 -3.46
O -5.20 1.17 0.08
H -4.49 -0.52 -2.46
C 0.22 1.30 0.87
H -3.77 -4.16 -3.57
Cl -2.34 -3.97 -5.86
H 0.24 1.19 3.22
C -2.27 -3.01 -4.49
H 2.34 1.59 -0.07
H 2.84 -1.46 2.59
C 5.12 1.35 5.08
*
```

Output
E_LUMO, eV: -0.14
ΔE to the lowest compared entry with this formula, charge and spin, kJ/mol: 503.46
SMILES: C=CC(=O)N1CC2(CC(n3nc(-c4ccc(Cl)c(C(F)(F)F)c4)c(C(N)=O)c3N)C2)C1


Entry from the Open Molecules 2025 dataset: a 2-piece molecular cluster, C8H22N2Si overall (the ωB97M-V functional and the def2-TZVPD basis).

Geometry as ORCA input:
```
! RIJCOSX wB97M-V def2-TZVPD def2/J DEFGRID3
* xyz 2 1
H 1.21 1.82 -3.23
Si 1.12 -0.56 2.10
H -0.50 -3.41 -2.59
H -0.91 -1.74 -3.20
H 1.81 3.19 -2.30
H 1.94 0.76 4.00
C -0.33 0.55 -1.58
H -2.36 -2.91 -0.80
H 0.88 -2.31 -2.82
C -0.22 0.63 4.44
C 1.14 -0.06 3.91
C -1.96 -1.94 -0.75
H -0.69 0.33 -2.53
N 0.17 1.89 -1.39
H 0.05 3.11 -2.96
H -0.38 1.37 3.71
H 0.95 1.70 -0.64
H -1.88 -1.66 0.36
H -0.66 3.73 -0.28
N -0.52 -1.94 -1.14
H -1.55 2.08 -0.28
H -1.41 3.20 -1.70
C -0.88 2.74 -0.81
H 0.41 -1.56 1.31
C 0.01 -0.47 -0.77
H 1.28 -0.89 4.61
H -2.52 -1.19 -1.20
H 2.12 0.29 1.30
H -1.04 -0.15 4.44
C -0.33 -2.31 -2.57
H -0.15 0.95 5.48
C 0.92 2.56 -2.51
H -0.04 -2.58 -0.60
*
```

Output
E_LUMO, eV: -8.51
ΔE to the lowest compared entry with this formula, charge and spin, kJ/mol: 236.42


Entry from the Open Molecules 2025 dataset: a 6-piece molecular cluster, C2H14O4S2 overall (the ωB97M-V functional and the def2-TZVPD basis).

Geometry as ORCA input:
```
! RIJCOSX wB97M-V def2-TZVPD def2/J DEFGRID3
* xyz 0 1
H 2.46 -2.47 3.00
C 0.98 -0.74 -0.58
H -3.24 -3.05 0.88
H -0.09 1.06 0.54
H 1.05 3.18 0.36
H 1.42 -1.50 2.24
C -0.21 0.01 0.25
O -2.35 -2.89 0.51
H 0.45 3.25 -2.37
H 1.39 2.31 1.71
O 0.92 3.20 1.35
S 0.66 1.85 -2.11
H -2.58 0.32 -3.84
H 0.77 -0.70 -1.65
H -1.98 -2.49 1.34
H -1.22 0.76 -3.30
H 1.01 -1.82 -0.28
O -1.90 0.01 -3.22
O 2.29 -2.00 2.19
H -1.07 -0.09 -0.38
H 1.96 -0.28 -0.40
S -0.45 -0.64 1.96
*
```

Output
E_LUMO, eV: -5.31
ΔE to the lowest compared entry with this formula, charge and spin, kJ/mol: 621.74


Entry from the Open Molecules 2025 dataset: a 7-piece molecular cluster, C28H42O21 overall (the ωB97M-V functional and the def2-TZVPD basis).

Geometry as ORCA input:
```
! RIJCOSX wB97M-V def2-TZVPD def2/J DEFGRID3
* xyz 0 1
C 7.83 -20.09 -13.03
H 17.17 -14.86 -14.12
H 9.51 -11.67 -15.20
H 17.32 -16.26 -12.96
O 8.45 -16.73 -10.54
C 9.63 -14.83 -9.80
H 3.50 -16.29 -6.94
O 7.93 -11.21 -14.04
O 5.42 -18.20 -3.95
H 13.78 -12.49 -8.36
H 9.06 -14.05 -10.30
C 15.28 -17.79 -14.70
O 14.79 -15.89 -13.67
O 4.13 -18.95 -5.73
C 9.51 -22.18 -6.38
H 9.05 -15.05 -8.90
C 6.29 -19.85 -12.84
C 8.57 -20.01 -6.48
H 7.61 -19.71 -6.92
H 15.66 -15.79 -15.52
H 6.01 -19.31 -13.74
O 11.62 -10.83 -11.37
H 9.34 -19.26 -6.32
H 9.36 -18.86 -3.97
O 8.14 -12.99 -12.64
H 14.75 -13.36 -9.54
C 8.65 -18.03 -10.03
C 11.82 -11.29 -9.99
O 7.83 -18.76 -9.56
O 4.22 -18.67 -10.42
C 8.68 -19.71 -3.91
H 10.72 -14.17 -14.58
H 8.31 -19.12 -13.18
H 7.76 -19.14 -3.77
O 4.95 -16.91 -5.76
H 11.48 -17.30 -10.93
H 9.99 -10.89 -13.62
C 9.74 -16.07 -10.67
C 4.78 -17.99 -4.97
C 4.24 -17.09 -7.01
O 13.02 -12.56 -11.49
O 4.62 -20.69 -11.54
H 15.48 -18.11 -15.73
C 12.71 -12.48 -10.07
O 12.63 -16.42 -13.09
C 5.43 -21.09 -12.63
C 9.68 -14.05 -14.26
C 13.69 -16.67 -13.66
H 5.40 -15.64 -8.16
O 9.05 -21.76 -5.15
C 3.80 -18.48 -6.99
H 10.85 -11.58 -9.60
H 12.12 -13.38 -9.89
H 4.75 -21.25 -13.46
O 9.19 -21.12 -7.22
H 4.27 -19.08 -7.78
C 8.31 -20.59 -5.11
H 9.39 -15.01 -13.82
C 5.24 -16.72 -8.10
O 13.95 -17.82 -14.28
C 12.40 -11.61 -12.19
H 8.30 -20.53 -12.15
C 7.34 -11.94 -13.07
C 10.79 -17.09 -10.12
O 9.98 -18.22 -9.86
H 5.98 -21.96 -12.28
O 12.60 -11.44 -13.39
H 9.97 -15.71 -11.67
C 14.08 -12.51 -9.40
H 8.73 -20.38 -3.06
C 17.15 -15.94 -13.99
H 9.21 -13.90 -15.23
H 7.99 -20.62 -13.97
H 4.87 -17.11 -9.04
H 2.74 -18.36 -7.22
O 10.33 -23.08 -6.59
C 4.95 -19.39 -11.11
H 18.06 -16.32 -14.48
H 12.21 -10.50 -9.35
H 11.23 -16.77 -9.18
H 6.15 -17.29 -7.91
H 7.25 -20.80 -5.02
C 15.78 -16.34 -14.59
H 10.20 -12.80 -12.52
O 6.00 -18.94 -11.83
H 15.83 -18.45 -14.03
C 9.32 -11.59 -14.13
C 9.44 -12.87 -13.29
H 14.55 -11.58 -9.74
O 6.20 -11.69 -12.65
H 10.58 -14.42 -9.45
*
```

Output
E_LUMO, eV: 0.15
ΔE to the lowest compared entry with this formula, charge and spin, kJ/mol: 388.83
SMILES: C[C@H]1COC(=O)O1.C[C@H]1COC(=O)O1.C[C@H]1COC(=O)O1.C[C@H]1COC(=O)O1.C[C@H]1COC(=O)O1.C[C@H]1COC(=O)O1.C[C@H]1COC(=O)O1


Entry from the Open Molecules 2025 dataset: C32H65AlBrO15 as an isolated structure (the ωB97M-V functional and the def2-TZVPD basis).

Geometry as ORCA input:
```
! RIJCOSX wB97M-V def2-TZVPD def2/J DEFGRID3
* xyz -1 1
H 2.14 2.52 4.71
H 9.15 3.19 -4.05
C 2.26 5.23 -0.06
O 0.61 -0.36 4.13
H -4.57 1.35 -2.02
H -5.68 -4.00 -0.34
H 1.88 4.38 -0.62
C 3.21 -0.10 6.39
H -6.66 2.24 -1.54
H -3.48 -1.21 0.00
H 2.70 0.25 7.29
C -6.32 1.52 -0.78
H -2.30 0.49 -1.72
C -0.60 -1.11 3.90
C 4.81 -0.75 -2.36
C -9.15 -3.24 -1.66
H 3.48 -1.15 6.50
O 10.85 1.57 -2.75
H -4.84 0.01 -0.94
O -5.61 -3.07 -0.10
H -3.10 2.29 -0.59
O 0.83 3.53 1.41
H 0.30 5.97 0.49
C -4.86 1.09 -1.00
H 4.18 1.66 -1.69
H -10.22 -1.38 -1.33
H 6.52 -3.72 -2.30
H -7.14 -4.15 2.57
C 5.41 -2.55 -3.72
C -3.11 0.71 0.86
H -8.95 -1.29 -2.61
O -5.87 -2.81 4.62
C 8.28 2.59 -4.30
O 5.69 -0.06 -2.80
H 7.31 -3.53 -3.88
C -1.74 -0.63 4.77
H 4.11 0.49 6.23
H -10.46 -2.10 -2.91
H -2.30 1.22 1.39
C 1.22 6.33 0.03
H -9.91 -4.00 -1.88
C 1.85 3.96 1.86
H 5.05 0.96 -0.29
O 4.54 -2.00 -2.72
H -0.84 -0.95 2.85
C 1.31 -0.70 5.20
C -1.90 -0.35 -1.16
H -6.90 -0.40 -1.56
H 13.22 1.12 -4.08
C -3.85 1.72 -0.03
C 1.56 2.79 3.84
H -8.09 -2.75 3.07
Al -7.14 -2.46 0.61
C -2.62 -0.57 0.17
H -4.35 2.46 0.60
H 0.65 3.31 4.17
H -2.06 -1.23 -1.78
H -3.81 0.40 1.65
C -8.85 -3.28 -0.17
C 0.38 -1.25 -0.29
H 0.71 -3.37 -0.27
C 4.14 0.92 -0.89
C 8.32 1.24 -3.62
H 8.38 1.34 -2.54
H 4.86 -3.39 -4.14
H 0.75 -2.67 -1.87
H 12.92 0.14 -2.63
H -1.99 -1.10 0.88
H -6.03 -0.23 0.94
C 10.61 0.74 -3.59
O 2.68 4.81 1.24
Br -7.64 -3.75 -2.81
C -7.22 0.28 -0.76
H -1.88 0.45 4.65
O 1.05 -1.56 5.99
O 2.39 0.10 5.24
H -0.82 -2.94 -1.04
C -9.71 -1.90 -2.14
O 3.94 -0.39 -1.42
H 0.98 6.70 -0.97
H 1.59 7.16 0.63
H -9.67 -2.74 0.31
C -7.16 -3.05 2.59
H 7.29 -2.19 -2.72
C 0.22 -2.63 -0.92
C -0.38 -0.15 -1.04
H -7.71 0.00 1.35
C -7.05 -0.45 0.60
H -2.66 -1.14 4.51
H -1.53 -0.82 5.83
H 8.26 2.47 -5.39
H 1.30 1.89 3.29
C -6.00 -2.61 3.43
C 12.86 0.16 -3.72
H -0.13 0.83 -0.63
O -5.03 -1.89 2.77
H 7.43 0.67 -3.85
O 11.52 -0.06 -4.16
O 2.37 3.67 3.05
H -8.26 0.57 -0.89
O 9.43 0.45 -4.11
H -8.89 -4.31 0.20
H 13.46 -0.64 -4.14
H 3.28 1.12 -0.25
H 7.38 3.14 -4.00
H 3.16 5.59 -0.55
C 6.71 -3.03 -3.12
H 0.13 -1.26 0.77
H -4.76 -1.19 3.37
H 5.57 -1.82 -4.51
H 0.02 -0.16 -2.06
H 1.44 -1.00 -0.35
H -6.43 2.02 0.19
H -0.41 -2.17 4.04
*
```

Output
E_LUMO, eV: 1.78


Entry from the Open Molecules 2025 dataset: a single C3H2O3 molecule (the ωB97M-V functional and the def2-TZVPD basis).

Geometry as ORCA input:
```
! RIJCOSX wB97M-V def2-TZVPD def2/J DEFGRID3
* xyz 0 1
O -1.75 -0.32 0.90
O 0.27 1.27 -1.23
H 1.27 -1.22 -1.39
C 0.09 0.41 -0.41
O 1.20 -1.40 0.64
C -0.97 0.57 0.69
H -1.01 1.55 1.19
C 0.91 -0.87 -0.40
*
```

Output
E_LUMO, eV: -1.15
ΔE to the lowest compared entry with this formula, charge and spin, kJ/mol: 147.28
SMILES: O=CC(=O)C=O


Entry from the Open Molecules 2025 dataset: an isolated ion of composition C11H18NO2 and charge +1 (the ωB97M-V functional and the def2-TZVPD basis).

Geometry as ORCA input:
```
! RIJCOSX wB97M-V def2-TZVPD def2/J DEFGRID3
* xyz 1 1
C -1.93 -0.69 -0.35
H -2.13 -2.09 1.26
H 2.02 -3.19 -0.20
H -3.26 -2.09 -1.33
H 3.59 1.07 0.33
H -2.17 -0.23 1.72
C -2.50 -1.11 1.05
H -0.13 1.58 2.30
H -1.73 -2.51 -1.10
C 0.35 2.78 -0.92
H -0.05 3.28 1.88
C -0.15 1.81 0.14
H -1.82 -1.52 -2.36
H 1.23 3.32 -0.66
H -3.52 -1.10 0.97
C 1.91 0.20 -0.18
C -0.41 -0.68 -0.13
H -0.37 -2.95 -0.16
H 0.35 2.46 -1.95
O 3.83 -1.11 -0.12
H -1.27 1.76 0.05
C 0.20 -1.96 -0.12
C 0.28 2.21 1.53
O 2.69 1.25 -0.08
N 0.31 0.45 -0.11
H 1.39 2.18 1.85
H -0.25 3.64 -0.91
H -2.25 0.26 -0.60
C 2.43 -1.10 -0.20
C -2.30 -1.69 -1.44
C 1.57 -2.16 -0.19
H 4.08 -2.09 0.01
*
```

Output
E_LUMO, eV: -4.09
ΔE to the lowest compared entry with this formula, charge and spin, kJ/mol: 186.05
SMILES: CC(C)c1ccc(O)c(O)[n+]1C(C)C